The following is a DFT calculation (wB97M-V/def2-TZVPD) of a molecular structure, C35H43Cl3NO3P2STa at a distorted geometry.

Atoms and positions in Å:
Ta  -0.7154  -0.0404  0.0627
Cl  -4.8309  0.9025  -2.3509
Cl  -0.1903  -1.5731  -1.9155
Cl  -2.4140  -0.8899  -6.8148
S  1.6496  -2.9071  0.9587
P  0.3421  0.3460  2.4780
P  -2.2361  1.9192  1.1722
O  -1.8768  -1.9885  0.9290
O  -2.4246  -0.1489  -1.0229
O  1.2213  -1.4639  0.7058
N  0.1673  1.2347  -0.8531
C  0.0947  -1.0501  3.6449
C  -4.1826  -2.5068  1.0605
C  2.1447  2.1298  -1.8648
C  1.7199  -4.9899  -0.7968
C  -2.0099  1.7500  3.0024
C  3.3683  -2.7129  1.5415
C  -3.5174  0.1234  -3.1283
C  0.5478  3.5669  -3.6279
C  -2.4384  -4.2395  0.4303
C  -4.5787  -1.1656  0.9691
C  -1.5639  2.7850  -2.6120
C  2.0749  0.8510  2.7581
C  -2.4294  -0.6914  -5.1091
C  0.7306  2.0426  -1.7550
C  2.0591  -5.6454  -1.9680
C  -5.1550  -3.4811  1.3321
C  -6.4713  -3.1091  1.5220
C  -0.0672  2.7940  -2.6597
C  2.7130  2.9109  -2.8543
C  2.7317  -2.9669  -1.6394
C  -2.7777  -2.8329  0.8216
C  -3.4993  -0.0431  -4.5000
C  2.7284  -4.9645  -2.9733
C  -0.5273  1.7233  3.3534
C  -1.4895  3.5589  0.8284
C  1.9246  3.6234  -3.7418
C  -5.9028  -0.8099  1.1149
C  -1.4123  -0.9829  -2.9805
C  -2.4597  -0.3290  -2.3202
C  -6.8510  -1.7796  1.4020
C  3.0624  -3.6285  -2.8113
C  3.0275  1.3618  -0.9248
C  2.0718  -3.6569  -0.6357
C  -1.3705  -1.1749  -4.3463
C  -4.0320  2.2690  1.0676
H  -4.8886  -4.5230  1.4173
H  2.2224  1.0840  3.8127
H  -6.2112  0.2173  0.9968
H  2.9847  -1.9250  -1.5085
H  -1.9305  3.7986  -2.4625
H  3.7289  0.7529  -1.4945
H  2.4348  0.7211  -0.2710
H  -4.5555  1.6879  1.8227
H  0.1342  -1.9987  3.1143
H  -4.4200  2.0129  0.0831
H  -0.5390  -1.6835  -4.8092
H  2.7673  0.0714  2.4568
H  -2.6151  -4.9087  1.2716
H  -4.1969  3.3302  1.2508
H  3.0005  -5.4845  -3.8773
H  2.3744  4.2234  -4.5154
H  -1.9704  3.9789  -0.0517
H  3.5761  -3.0983  -3.5983
H  3.8992  -2.0293  0.8864
H  3.3608  -2.3320  2.5582
H  -3.8365  -0.4204  0.7211
H  -7.8847  -1.4973  1.5236
H  -0.0737  4.1328  -4.3055
H  -2.5002  0.8219  3.3141
H  2.2798  1.7374  2.1632
H  -0.0631  2.6666  3.0582
H  -7.2163  -3.8538  1.7539
H  3.8412  -3.6882  1.5277
H  -4.3136  0.3300  -5.1025
H  -2.5138  2.5768  3.5125
H  -0.3777  1.5946  4.4280
H  1.2080  -5.5191  -0.0069
H  -1.3917  -4.3034  0.1397
H  -0.8819  -0.9502  4.1145
H  0.8591  -1.0357  4.4201
H  -0.4302  3.4498  0.6064
H  -1.6381  4.2309  1.6735
H  1.7970  -6.6840  -2.0949
H  -1.9456  2.4421  -3.5721
H  -3.0709  -4.5717  -0.3911
H  -1.9526  2.1429  -1.8260
H  3.7876  2.9534  -2.9421
H  3.6162  2.0527  -0.3214

Output
* lowest unoccupied orbital energy: -5.47 eV
* F_max: 3.66 eV/Å
* energy: -113147.758 eV
* spin multiplicity: 1
* energy above the lowest of the compared OMol25 structures with the same formula, charge and spin: 23.5 kcal/mol
* E_HOMO: -12.8 eV
* total charge: +2
* frontier orbital gap: 7.341 eV